This record from the Open Molecules 2025 dataset describes a molecular structure, C2H6OSn in a non-equilibrium geometry. The level of theory is the ωB97M-V functional and the def2-TZVPD basis.

Element x y z (Å)
Sn -13.851 -11.353 -12.456
C -13.252 -8.458 -15.877
C -13.794 -9.811 -15.651
O -12.851 -10.772 -15.432
H -12.688 -8.134 -15.002
H -14.059 -7.747 -16.054
H -12.660 -8.354 -16.786
H -14.207 -10.259 -16.554
H -14.522 -9.874 -14.842
H -12.392 -10.771 -16.276

Lowest unoccupied orbital energy (alpha / beta) (eV): -6.899 / -6.726
Largest force on an atom (eV Å⁻¹): 3.46
Highest occupied orbital energy (alpha / beta) (eV): -12.85 / -14.29
Total charge: +1
Spin multiplicity: 2
Orbital gap (alpha / beta) (eV): 5.952 / 7.568

Löwdin population analysis, charges in e, atoms 1 to 5: number 1, Sn, carries 1.1020; number 2, C, carries -0.0683; number 3, C, carries -0.4306; number 4, O, carries -0.1528; number 5, H, carries 0.0864

This record from the Open Molecules 2025 dataset describes C2H6P2 in the gas phase in a non-equilibrium geometry. The level of theory is the ωB97M-V functional and the def2-TZVPD basis.

Element x y z (Å)
C -1.218 1.760 -0.304
C 0.003 1.370 0.005
P 0.498 -0.404 0.554
P 0.737 -2.587 -0.506
H -2.036 1.064 -0.395
H -1.452 2.802 -0.467
H 0.839 2.053 0.091
H 1.868 -0.173 0.353
H -0.533 -2.966 -0.058
H 1.294 -2.920 0.727

Structure (SMILES): C=C[PH]#[PH2]
Lowest unoccupied orbital energy (eV): -0.095
Largest force on an atom (eV Å⁻¹): 2.13
Highest occupied orbital energy (eV): -8.06
Spin multiplicity: 1
Orbital gap (eV): 7.970

Löwdin population analysis, charges in e, atoms 1 to 5: number 1, C, carries -0.1110; number 2, C, carries -0.4743; number 3, P, carries 0.5849; number 4, P, carries 0.4457; number 5, H, carries 0.0436

This record from the Open Molecules 2025 dataset describes C2H6S2 in the gas phase in a non-equilibrium geometry. The level of theory is the ωB97M-V functional and the def2-TZVPD basis.

Element x y z (Å)
C 0.725 -1.560 -1.278
S 0.832 -0.816 0.381
S 0.373 1.159 -0.065
C -0.816 1.521 1.252
H 1.678 -1.961 -1.606
H 0.018 -2.392 -1.191
H 0.316 -0.845 -1.978
H -0.457 1.159 2.210
H -0.865 2.606 1.248
H -1.803 1.128 1.028

Structure (SMILES): CSSC
Lowest unoccupied orbital energy (eV): 0.708
Largest force on an atom (eV Å⁻¹): 1.02
Highest occupied orbital energy (eV): -8.12
Spin multiplicity: 1
Orbital gap (eV): 8.824

Löwdin population analysis, charges in e, atoms 1 to 5: number 1, C, carries -0.4797; number 2, S, carries 0.4235; number 3, S, carries 0.4193; number 4, C, carries -0.4912; number 5, H, carries 0.0231

This record from the Open Molecules 2025 dataset describes 2 unconnected molecules or ions with the total composition C2H6S2 in a non-equilibrium geometry. The level of theory is the ωB97M-V functional and the def2-TZVPD basis.

Element x y z (Å)
C -1.498 -1.997 0.243
C 0.585 1.278 -0.201
S -2.341 -2.809 -0.895
S 0.168 0.143 -1.502
H 1.319 -0.778 -1.340
H -1.865 -1.537 1.193
H -0.633 -1.450 -0.191
H 0.698 0.756 0.783
H -0.260 2.026 0.013
H 1.427 1.884 -0.386

Structure (SMILES): C=S.CS
Lowest unoccupied orbital energy (eV): -0.336
Largest force on an atom (eV Å⁻¹): 3.08
Highest occupied orbital energy (eV): -8.47
Spin multiplicity: 1
Orbital gap (eV): 8.137

Löwdin population analysis, charges in e, atoms 1 to 5: number 1, C, carries -0.6087; number 2, C, carries -0.5346; number 3, S, carries 0.5670; number 4, S, carries 0.6207; number 5, H, carries -0.0291

This record from the Open Molecules 2025 dataset describes 2 unconnected molecules or ions with the total composition C2H6S2 in a non-equilibrium geometry. The level of theory is the ωB97M-V functional and the def2-TZVPD basis.

Element x y z (Å)
S 1.522 1.307 0.966
S 1.624 -0.759 0.733
H 0.780 1.405 2.065
H 0.407 -0.943 0.212
C -2.793 -0.278 -2.308
C -3.643 -0.789 -1.418
H -3.123 0.397 -3.085
H -1.763 -0.603 -2.264
H -4.713 -0.689 -1.526
H -3.159 -1.316 -0.607

Structure (SMILES): C=C.SS
Lowest unoccupied orbital energy (eV): 0.270
Largest force on an atom (eV Å⁻¹): 1.22
Highest occupied orbital energy (eV): -9.54
Spin multiplicity: 1
Orbital gap (eV): 9.809

Löwdin population analysis, charges in e, atoms 1 to 5: number 1, S, carries 0.2209; number 2, S, carries 0.2295; number 3, H, carries -0.2200; number 4, H, carries -0.2337; number 5, C, carries -0.0812

This record from the Open Molecules 2025 dataset describes C2H6S2 in the gas phase in a non-equilibrium geometry. The level of theory is the ωB97M-V functional and the def2-TZVPD basis.

Element x y z (Å)
C 1.375 0.515 -0.334
C -0.128 0.238 -0.314
S -0.458 -0.592 1.268
S -2.715 -0.813 0.663
H 1.958 -0.411 -0.345
H 1.708 1.084 0.539
H 1.739 1.023 -1.231
H -0.411 -0.257 -1.237
H -0.649 1.197 -0.246
H -2.417 -1.985 1.235

Structure (SMILES): CCSS
Lowest unoccupied orbital energy (eV): -0.640
Largest force on an atom (eV Å⁻¹): 3.11
Highest occupied orbital energy (eV): -8.82
Spin multiplicity: 1
Orbital gap (eV): 8.184

Löwdin population analysis, charges in e, atoms 1 to 5: number 1, C, carries -0.2124; number 2, C, carries -0.6907; number 3, S, carries 0.5070; number 4, S, carries 0.3316; number 5, H, carries 0.0650

This record from the Open Molecules 2025 dataset describes C2H6S2 in the gas phase in a non-equilibrium geometry. The level of theory is the ωB97M-V functional and the def2-TZVPD basis.

Element x y z (Å)
C -0.301 -1.471 -0.765
C 0.050 1.609 0.573
S 0.796 -1.548 0.695
S 1.561 0.660 0.918
H 0.395 -1.380 -1.633
H -0.931 -0.639 -0.633
H -0.837 -2.353 -0.955
H -0.661 1.229 1.383
H -0.327 1.258 -0.329
H 0.255 2.635 0.746

Lowest unoccupied orbital energy (alpha / beta) (eV): 0.901 / -2.180
Largest force on an atom (eV Å⁻¹): 3.72
Highest occupied orbital energy (alpha / beta) (eV): -6.34 / -8.62
Spin multiplicity: 3
Orbital gap (alpha / beta) (eV): 7.243 / 6.437

Löwdin population analysis, charges in e, atoms 1 to 5: number 1, C, carries -0.4740; number 2, C, carries -0.4779; number 3, S, carries 0.4328; number 4, S, carries 0.4428; number 5, H, carries 0.0502

This record from the Open Molecules 2025 dataset describes C2H6SSi in the gas phase in a non-equilibrium geometry. The level of theory is the ωB97M-V functional and the def2-TZVPD basis.

Element x y z (Å)
C 0.601 0.306 1.807
C -0.679 0.205 1.586
Si -0.526 -0.174 -1.677
S -1.923 0.314 -0.196
H 0.686 0.019 2.793
H 1.256 0.848 1.147
H -1.370 -0.126 2.419
H 0.516 -1.207 -1.405
H -1.372 -1.157 -2.558
H -0.137 0.992 -2.207

Structure (SMILES): C=CS[SiH3]
Lowest unoccupied orbital energy (eV): 0.398
Largest force on an atom (eV Å⁻¹): 4.96
Highest occupied orbital energy (eV): -9.21
Spin multiplicity: 1
Orbital gap (eV): 9.606

Löwdin population analysis, charges in e, atoms 1 to 5: number 1, C, carries -0.0838; number 2, C, carries -0.3368; number 3, Si, carries 0.2211; number 4, S, carries 0.3720; number 5, H, carries 0.0322